# 1
{"formula": "C10H15N", "method": "ωB97M-V/def2-TZVPD", "elements": ["C", "C", "C", "C", "C", "C", "N", "C", "C", "C", "C", "H", "H", "H", "H", "H", "H", "H", "H", "H", "H", "H", "H", "H", "H", "H"], "positions_angstrom": [[0.651, -3.001, 0.164], [0.995, -1.862, -0.456], [0.523, -0.545, 0.183], [1.227, 0.981, -0.396], [2.648, 0.964, 0.245], [0.396, 2.185, -0.162], [-0.891, -0.395, 0.134], [-1.746, -0.272, 1.172], [-3.002, -0.058, 0.662], [-2.956, 0.057, -0.730], [-1.637, -0.138, -1.004], [0.855, -3.922, -0.298], [0.121, -3.010, 1.128], [1.563, -1.903, -1.414], [0.774, -0.782, 1.203], [1.265, 0.965, -1.493], [2.575, 0.788, 1.279], [2.939, 1.961, 0.205], [3.303, 0.278, -0.185], [0.203, 2.537, 0.801], [-0.527, 2.166, -0.603], [0.861, 2.980, -0.727], [-1.496, -0.530, 2.249], [-3.747, 0.348, 1.309], [-3.731, 0.570, -1.311], [-1.164, -0.363, -1.954]], "lumo_energy_ha": 0.038, "homo_energy_ev": -8.063}

***

# 2
{"formula": "C6H14ClILaO3P", "method": "ωB97M-V/def2-TZVPD", "elements": ["C", "C", "H", "H", "H", "O", "I", "La", "P", "C", "C", "H", "H", "H", "C", "H", "H", "H", "H", "H", "H", "C", "O", "Cl", "O", "H", "H"], "positions_angstrom": [[-4.020, 2.848, -3.877], [-3.790, 1.756, -2.860], [-4.862, 2.533, -4.514], [-3.131, 2.998, -4.505], [-4.276, 3.796, -3.385], [-4.385, 0.722, -2.739], [-2.071, 1.897, -1.177], [-0.713, 0.620, 1.649], [1.309, -0.993, 0.700], [1.666, -2.763, 0.657], [0.937, -0.680, -1.067], [2.996, 0.759, 0.695], [3.545, -0.792, -0.055], [3.459, -0.618, 1.734], [3.004, -0.333, 0.780], [0.806, 0.390, -1.273], [1.815, -1.087, -1.578], [2.407, -2.927, -0.135], [0.746, -3.321, 0.460], [0.027, -1.210, -1.370], [2.062, -3.067, 1.631], [-0.735, -1.827, 2.761], [-0.556, -2.809, 3.319], [0.764, 2.629, 1.061], [0.725, 0.383, 4.113], [0.599, 0.815, 4.975], [1.674, 0.283, 4.001]], "total_charge": 2, "lumo_energy_ha": -0.293, "homo_energy_ev": -15.770}

***

Calculated max |F|, 0.0846, 0.1043 Eh/bohr (same order as the records).
Calculated ΔE to the lowest compared entry with this formula, charge and spin, 55.8, 0.0 kcal/mol (same order as the records).
Calculated calculated total energy, -12100.636, -43349.429 eV (same order as the records).